# C4H4ClNO2S

A structure of composition C4H4ClNO2S (ωB97M-V/def2-TZVPD, OMol25).

The geometry in XYZ format:
```
13
Properties=species:S:1:pos:R:3
C -0.31219 -1.90420 -0.71584
C -1.29531 0.49179 -0.03561
C -0.74030 -0.12564 1.22353
C -0.37471 -0.62353 -0.17296
N -0.34157 -2.92901 -1.21662
O 1.08524 1.88396 -1.01643
O 2.65051 0.10783 -1.48543
S 1.62825 0.61588 -0.65235
Cl 2.31638 1.01087 1.38276
H -2.32441 0.50044 -0.26225
H -0.74459 1.46473 -0.39102
H -0.13726 0.39856 1.84886
H -1.41004 -0.89168 1.49337
```

As for the expectation value of S²: 2.021. For the largest force on an atom, the calculation gives 4.183 eV/A. The value obtained for the calculated total energy is -1218.20530 a.u. The multiplicity is 3. The HOMO energy (spin up / spin down) is -0.3133 / -0.4188 Eh.

# C4H8O3

A cluster of 2 separate species, C4H8O3 in total (ωB97M-V/def2-TZVPD, OMol25).

The geometry in XYZ format:
```
15
Properties=species:S:1:pos:R:3
C 1.14267 -1.94437 -0.85131
C 0.46600 -1.40974 0.37616
C -0.73377 -0.83266 0.35158
O -1.37931 -0.42069 1.47741
H 2.16432 -1.55957 -0.94942
H 1.21610 -3.03783 -0.83022
H 0.59438 -1.66690 -1.75928
H 0.96704 -1.51457 1.33745
H -1.28010 -0.69133 -0.58605
H -1.89326 0.36769 1.23989
O -1.49729 2.11837 0.27713
C -0.39807 2.23828 -0.20722
O 0.51288 3.11826 0.20491
H -0.00719 1.64215 -1.04204
H 0.12560 3.59291 0.96099
```

For the largest force on an atom, the calculation gives 0.482 eV/A. The value obtained for the calculated total energy is -382.91277 a.u. The multiplicity is 1. The HOMO energy is -0.3174 Eh. The SMILES is C/C=C/O.O=CO.

# C34H57HgN4OP2

A structure of composition C34H57HgN4OP2 (ωB97M-V/def2-TZVPD, OMol25).

The geometry in XYZ format:
```
99
Properties=species:S:1:pos:R:3
C -1.60333 1.90796 1.96237
C -2.32868 -0.29434 1.71419
C -2.75565 2.20638 2.69135
C -3.65776 0.03910 2.12593
C -3.80830 1.27653 2.74873
H -2.80296 3.18799 3.13470
H -4.42412 -0.75969 2.16480
H -4.74106 1.55931 3.24725
N -1.39913 0.69436 1.49024
P 0.41608 2.73929 0.12359
P -0.27312 -2.07766 1.11935
C -0.55237 2.99089 1.67552
H -1.04853 3.96959 1.65285
H 0.16030 3.02982 2.51584
C -1.96950 -1.64898 1.59493
H -2.75643 -2.34704 1.36820
C 0.01782 -3.53474 -0.28079
C -0.03619 -2.76551 2.89054
C -0.73214 3.35365 -1.26128
C 1.99867 3.73525 0.27556
C 0.70810 -2.99488 -1.54148
H 1.68542 -2.54463 -1.34258
H 0.86751 -3.82815 -2.24594
H 0.09740 -2.24573 -2.04598
C 0.92328 -4.64111 0.26074
H 1.91547 -4.26476 0.54099
H 0.48177 -5.18326 1.10212
H 1.08230 -5.38524 -0.53671
C -1.34668 -4.07958 -0.68017
H -1.21940 -4.90680 -1.39569
H -1.92229 -4.44308 0.18041
H -1.91394 -3.30987 -1.20950
C 1.41725 -3.18347 3.10709
H 2.12321 -2.46789 2.66342
H 1.59478 -3.18870 4.18907
H 1.63062 -4.19192 2.73374
C -0.39723 -1.63333 3.87084
H 0.13984 -0.71458 3.59274
H -1.47276 -1.42984 3.86586
H -0.11561 -1.90803 4.89579
C -1.02346 -3.93239 3.03525
H -1.93278 -3.79835 2.43556
H -0.61803 -4.91194 2.76379
H -1.36790 -3.96649 4.07409
C 2.71915 3.73865 -1.08775
H 3.68774 4.24638 -0.94735
H 2.92094 2.70840 -1.42693
H 2.16086 4.27957 -1.86565
C 2.93423 3.05547 1.29358
H 2.48307 2.96186 2.29158
H 3.25626 2.06697 0.94167
H 3.83845 3.67865 1.38746
C 1.71537 5.16701 0.75970
H 1.07675 5.19153 1.65339
H 2.67766 5.62654 1.02814
H 1.26589 5.79711 -0.01439
C -2.17939 2.91584 -0.96907
H -2.59670 3.42736 -0.08294
H -2.80987 3.17715 -1.83612
H -2.22569 1.82570 -0.83646
C -0.27867 2.73026 -2.59502
H -0.42529 1.63778 -2.58676
H -0.90158 3.16958 -3.39534
H 0.77395 2.95715 -2.81962
C -0.69966 4.88651 -1.39414
H -0.93391 5.40351 -0.45349
H 0.25726 5.25412 -1.79146
H -1.47261 5.17531 -2.12540
Hg 0.76246 0.29337 0.32697
C 2.00133 -0.19527 2.66236
O 3.00290 0.26155 2.96067
N -1.06035 -0.31389 -1.65475
C -2.11535 -0.58043 -2.06845
C -3.51417 -1.07899 -2.32963
C -4.16345 -2.00028 -1.23492
C -4.33951 0.22257 -2.22025
C -3.42552 -1.86390 -3.67057
H -3.69237 -2.97972 -1.04246
H -4.27572 -1.50155 -0.24994
H -5.20159 -2.25995 -1.55085
H -3.87122 1.08762 -2.74278
H -5.38984 0.14325 -2.55031
H -4.37605 0.46882 -1.14118
H -4.29629 -2.52084 -3.86258
H -3.37299 -1.15571 -4.52017
H -2.51052 -2.49424 -3.72109
N 6.82868 -0.94264 -2.16007
C 5.54387 -0.77716 -1.74809
C 4.61778 -0.06209 -2.53829
C 3.33526 0.13843 -2.04085
N 2.93833 -0.32470 -0.83012
C 3.80565 -1.06907 -0.11494
C 5.11358 -1.31077 -0.51379
H 7.14915 -0.57075 -3.04333
H 7.50198 -1.44729 -1.60513
H 4.90992 0.34157 -3.51476
H 2.58738 0.67732 -2.62238
H 3.43166 -1.48099 0.82765
H 5.79032 -1.89080 0.11913
```

Its charge is +1. For the largest force on an atom, the calculation gives 3.041 eV/A. The value obtained for the calculated total energy is -2459.87358 a.u. The multiplicity is 1. The HOMO energy is -0.3051 Eh.

multiplicity of number 1 (C4H4ClNO2S)? 3